Entry i
Molecular formula: C6H8O2
Method: DFT, the ωB97M-V functional and the def2-TZVPD basis

- HOMO level (eV) = -9.7
- spin multiplicity = 1
- SMILES string = C1O[C@H]2CO[C@@H]3[C@H]1[C@@H]32
- orbital gap (eV) = 10.70

Last column: Löwdin charge in e.
Element x y z (Å)
O: -1.82487 0.33124 -0.39572  -0.106
O: 1.35484 -1.21387 0.17652  -0.093
C: -0.12434 -0.85508 -0.11586  -0.103
C: 1.01179 1.20157 -0.06849  0.026
C: 1.89134 -0.04878 -0.34034  -0.209
C: -0.00710 0.43593 0.76474  -0.236
C: -0.61476 1.23092 -0.14833  -0.107
C: -1.66311 -0.88746 0.14358  -0.210
H: 0.04822 0.30096 1.83521  0.173
H: -0.29432 -0.64498 -1.13468  0.134
H: -1.02052 2.09214 0.23123  0.123
H: 2.04062 -0.33530 -1.29082  0.076
H: -2.17891 -1.56092 -0.72858  0.164
H: -2.24657 -1.18161 1.08919  0.144
H: 2.92686 -0.04156 0.14858  0.163
H: 1.52202 1.96970 0.19159  0.060



Entry ii
Molecular formula: C6H8O2
Method: DFT, the ωB97M-V functional and the def2-TZVPD basis

- HOMO level (eV) = -9.3
- spin multiplicity = 1
- orbital gap (eV) = 10.14

Last column: Löwdin charge in e.
Element x y z (Å)
O: -0.52155 0.59579 -1.44955  -0.081
O: -0.28899 -0.58313 1.45961  -0.003
C: 0.25914 -0.53915 -0.87192  -0.137
C: 1.87927 0.71940 0.61545  -0.046
C: -1.57090 0.15045 -0.38695  -0.176
C: -0.77819 0.63660 0.82027  -0.092
C: -1.14674 -1.25164 -0.61891  -0.024
C: 0.57950 0.00282 0.53360  -0.502
H: -1.70450 -1.43619 -1.51469  0.126
H: 2.65511 0.69083 -0.52430  0.178
H: 2.08138 1.86042 1.18617  0.141
H: -1.34433 -1.70402 0.22691  0.065
H: 2.33654 -0.30168 1.29190  0.149
H: -2.61343 0.46455 -0.61369  0.158
H: 0.96945 -0.92171 -1.43327  0.092
H: -0.79177 1.61666 1.27937  0.153



Ranked by calculated energy, most stable first: entry ii, entry i.



Entry i
Molecular formula: C6H8O2
Method: DFT, the ωB97M-V functional and the def2-TZVPD basis

- HOMO level (eV) = -9.1
- spin multiplicity = 1
- SMILES string = C[C@]12COC=C[C@@H]1O2
- orbital gap (eV) = 9.99

Last column: Löwdin charge in e.
Element x y z (Å)
O: 1.45628 -0.71426 -0.32991  -0.075
O: -1.89116 0.50934 -0.63032  0.059
C: 1.49678 0.60010 0.14519  -0.143
C: 0.21127 -1.20775 -0.92381  -0.095
C: -0.82147 -0.33961 -0.26356  -0.473
C: -0.52736 1.00767 -0.76689  -0.208
C: 0.58667 1.56540 0.05809  -0.034
C: -0.92326 -0.55828 1.24055  -0.006
H: 0.15848 -1.13289 -2.03321  0.140
H: -0.27287 1.10181 -1.85193  0.162
H: 2.44881 0.69912 0.66973  0.132
H: 0.01854 -0.90862 1.74721  0.106
H: -1.74721 -1.28474 1.36861  0.097
H: 0.15581 -2.26608 -0.65288  0.127
H: 0.84573 2.58885 0.42317  0.121
H: -1.19503 0.33993 1.79995  0.091



Entry ii
Molecular formula: C6H8O2
Method: DFT, the ωB97M-V functional and the def2-TZVPD basis

- HOMO level (eV) = -9.3
- spin multiplicity = 1
- orbital gap (eV) = 10.21

Last column: Löwdin charge in e.
Element x y z (Å)
O: -1.34279 0.70904 -0.70414  -0.064
O: 1.65462 0.28621 0.74648  -0.041
C: -1.55634 -1.37336 0.55768  -0.018
C: 0.61491 -0.93441 -0.88133  -0.013
C: 1.78148 -0.60896 -0.34841  -0.105
C: -0.58261 -0.34658 -0.01029  -0.473
C: -0.37939 1.68451 -0.18161  -0.131
C: 0.21525 0.68862 0.65754  -0.262
H: -0.30881 0.71394 1.65893  0.182
H: 0.12308 2.19821 -1.09224  0.154
H: -0.88910 2.61973 0.27988  0.143
H: 2.86647 -0.94315 -0.60039  0.156
H: -2.09821 -1.85089 -0.28473  0.081
H: -2.17233 -1.05208 1.51067  0.119
H: 0.33678 -1.93880 -1.42642  0.145
H: -0.91234 -2.36798 0.85412  0.129



Entry iii
Molecular formula: C6H8O2
Method: DFT, the ωB97M-V functional and the def2-TZVPD basis

- HOMO level (eV) = -7.1
- spin multiplicity = 1
- SMILES string = C=C1C[C@H]1CC(=O)O
- orbital gap (eV) = 6.14

Last column: Löwdin charge in e.
Element x y z (Å)
O: -2.61093 0.91078 0.51398  0.104
O: -2.24287 -0.51036 -1.12898  0.116
C: 1.28980 0.29119 -0.67053  -0.341
C: -0.70990 -0.54186 0.68561  -0.050
C: 0.45827 -0.71078 -0.30171  -0.268
C: -1.92739 0.05570 0.03360  -0.570
C: 1.19690 1.61380 -0.42563  0.105
C: 1.85831 -0.62572 0.17963  -0.089
H: 0.26445 -1.49470 -1.03164  0.166
H: 0.88416 1.83916 0.65138  0.111
H: 1.44637 2.52334 -1.04350  0.078
H: -1.02648 -1.53671 1.12542  0.148
H: -0.49475 0.11617 1.54738  0.126
H: 2.13141 -0.45217 1.26133  0.139
H: -3.08604 -0.07254 -1.32783  0.132
H: 2.56869 -1.40532 -0.06852  0.091



Ranked by calculated energy, most stable first: entry ii, entry i, entry iii.



Entry i
Molecular formula: C6H8O2
Method: DFT, the ωB97M-V functional and the def2-TZVPD basis

- HOMO level (eV) = -9.5
- spin multiplicity = 1
- orbital gap (eV) = 10.21

Last column: Löwdin charge in e.
Element x y z (Å)
O: -0.51171 -1.77872 0.12243  -0.073
O: -1.31137 1.48417 -0.03770  0.026
C: -0.50120 -0.52654 0.98772  -0.155
C: -1.39811 0.11861 -0.10670  -0.243
C: -0.39077 -0.81474 -0.94611  -0.197
C: 0.96133 -0.07921 0.81089  -0.172
C: 1.02960 -0.31770 -0.67167  -0.174
C: 1.46370 1.01097 -0.06870  -0.038
H: -0.98334 -0.65283 1.92290  0.131
H: -2.13991 1.90686 -0.13447  0.087
H: 1.83115 -1.00178 -1.00385  0.144
H: 0.81229 1.84024 -0.25796  0.085
H: 1.68795 -0.69596 1.42831  0.159
H: 2.53242 1.16122 -0.09701  0.106
H: -0.71871 -1.20191 -1.91655  0.144
H: -2.36332 -0.45267 -0.03153  0.171



Entry ii
Molecular formula: C6H8O2
Method: DFT, the ωB97M-V functional and the def2-TZVPD basis

- HOMO level (eV) = -9.5
- spin multiplicity = 1
- orbital gap (eV) = 10.46

Last column: Löwdin charge in e.
Element x y z (Å)
O: 0.69976 0.39124 1.37323  -0.086
O: 0.95074 -2.17188 -1.59468  -0.079
C: -0.77557 0.06209 1.15157  -0.202
C: -0.96567 1.52649 0.75056  -0.013
C: 0.51852 1.18354 0.22092  -0.218
C: 0.35571 0.07280 -0.97166  -0.070
C: -0.74017 -0.69036 -0.15319  -0.116
C: 0.59329 -1.23303 -0.49220  -0.316
H: -1.58002 -1.19555 -0.71425  0.169
H: -1.02774 2.08849 1.64966  0.098
H: 1.33015 1.96348 0.02042  0.157
H: -1.68154 1.75148 -0.02903  0.111
H: -1.35149 -0.45256 1.93407  0.155
H: 0.50661 0.29090 -1.93925  0.105
H: 1.16226 -1.52202 0.37776  0.149
H: 2.00515 -2.06510 -1.58392  0.157



Entry iii
Molecular formula: C6H8O2
Method: DFT, the ωB97M-V functional and the def2-TZVPD basis

- HOMO level (eV) = -8.8
- spin multiplicity = 1
- orbital gap (eV) = 9.61

Last column: Löwdin charge in e.
Element x y z (Å)
O: -1.38435 -0.06312 -0.11519  -0.064
O: 1.62294 -1.23185 1.14462  0.095
C: -1.37321 -1.12177 -0.99348  -0.074
C: 1.04254 -0.56074 0.32437  -0.404
C: 1.70629 -0.03178 -0.95401  -0.108
C: -0.48530 1.11208 1.75607  0.009
C: 1.07940 1.12103 -1.09667  0.129
C: -0.21736 0.33234 0.42590  -0.238
H: 2.48027 -0.73875 -1.47475  0.140
H: 1.24734 1.91601 -1.66191  0.002
H: -0.40429 0.34013 2.56114  0.097
H: 0.24736 1.90357 1.89852  0.084
H: -2.07123 -1.02012 -1.79808  0.101
H: -0.43191 -1.27881 -1.43345  0.068
H: -1.52476 1.35751 1.92657  0.074
H: -1.53372 -2.03574 -0.50962  0.089



Ranked by calculated energy, most stable first: entry i, entry ii, entry iii.



Entry i
Molecular formula: C4H6N2OS
Method: DFT, the ωB97M-V functional and the def2-TZVPD basis

- HOMO level (eV) = -8.8
- spin multiplicity = 1
- SMILES string = Cc1nsc(=O)n1C
- orbital gap (eV) = 9.48

Last column: Löwdin charge in e.
Element x y z (Å)
S: -2.65635 0.68006 0.48757  0.988
O: -2.07168 -1.95961 0.16168  0.042
N: -1.28203 1.62704 0.43137  -0.286
N: -0.39769 -0.48171 -0.04278  -0.094
C: -0.22372 0.91797 0.13155  -0.455
C: 1.07478 1.53754 -0.21870  -0.030
C: 0.59731 -1.50214 0.00178  -0.007
C: -1.70298 -0.84513 0.17919  -0.738
H: 1.16097 2.68405 -0.19924  0.115
H: 1.91600 1.12392 0.32175  0.067
H: 1.20952 -1.47964 -0.89447  0.098
H: 1.21255 1.28381 -1.31239  0.105
H: 1.10801 -1.14089 0.87312  0.097
H: 0.05532 -2.44527 0.07958  0.099



Entry ii
Molecular formula: C4H6N2OS
Method: DFT, the ωB97M-V functional and the def2-TZVPD basis

- HOMO level (eV) = -9.2
- spin multiplicity = 1
- orbital gap (eV) = 9.47

Last column: Löwdin charge in e.
Element x y z (Å)
S: 0.17443 1.32047 0.62860  0.926
O: 3.94357 -0.45972 -1.03817  -0.108
N: -0.53137 -0.75305 -0.64428  -0.068
N: 1.76097 -0.68954 -0.66639  0.032
C: 2.91432 -0.05078 -0.29585  -0.320
C: -1.58166 0.96861 0.57189  -0.438
C: 0.61961 -0.17895 -0.18390  -0.656
C: -1.78783 -0.50152 -0.08584  -0.223
H: -0.07265 -1.84444 -0.70580  0.246
H: -1.97300 1.92790 0.07084  0.082
H: -1.97186 -1.22120 0.66613  0.095
H: -2.64807 -0.39534 -0.83355  0.138
H: -1.88043 1.05411 1.72692  0.102
H: 3.03399 0.82346 0.78940  0.192



Entry iii
Molecular formula: C4H6N2OS
Method: DFT, the ωB97M-V functional and the def2-TZVPD basis

- HOMO level (eV) = -9.0
- spin multiplicity = 1
- SMILES string = O[C@H]1[C@@H]2N=CN(S)[C@H]12
- orbital gap (eV) = 9.62

Last column: Löwdin charge in e.
Element x y z (Å)
S: 2.31832 -0.74206 0.04073  0.766
O: -2.82949 -0.94962 0.03535  -0.002
N: -0.38713 1.83125 0.13704  0.089
N: 0.80635 -0.04000 -0.46477  -0.431
C: -0.37676 -0.54117 0.18119  -0.250
C: -1.73987 -0.27276 -0.42300  -0.310
C: 0.75138 1.36862 -0.30415  -0.220
C: -1.12018 0.74546 0.55517  -0.255
H: -1.65323 0.81424 1.55449  0.164
H: -1.75954 0.10098 -1.48806  0.168
H: -0.23520 -1.40240 0.85661  0.139
H: 1.63840 1.99731 -0.58425  0.129
H: 2.35574 -0.54333 1.39333  -0.124
H: -2.82531 -1.83663 -0.42774  0.137



Entry iv
Molecular formula: C4H6N2OS
Method: DFT, the ωB97M-V functional and the def2-TZVPD basis

- HOMO level (eV) = -7.4
- spin multiplicity = 1
- orbital gap (eV) = 7.65

Last column: Löwdin charge in e.
Element x y z (Å)
S: -1.16278 0.03206 -2.22410  0.967
O: -3.67852 0.31802 -1.44280  0.027
N: -0.76583 0.98496 1.91951  0.071
N: -2.15500 0.66416 0.19661  0.001
C: -0.89196 0.94450 0.61267  -0.211
C: 1.29798 -0.89085 -1.70888  -0.231
C: -2.53844 0.35349 -1.07308  -0.740
C: -0.07073 -0.68939 -1.17435  -0.444
H: -2.93550 0.65708 0.86590  0.156
H: 1.34180 -1.17523 -2.76128  0.064
H: 0.13652 1.18243 2.32145  0.094
H: 1.81537 0.06634 -1.61061  0.083
H: -1.52307 0.77771 2.57639  0.105
H: 1.82826 -1.62436 -1.10272  0.058



Ranked by calculated energy, most stable first: entry i, entry iii, entry ii, entry iv.